Molecular formula: C34H44BN8O5S3V
Method: DFT, the ωB97M-V functional and the def2-TZVPD basis

Its largest force on an atom is 0.0677 Eh/bohr. As for the energy above the lowest of the compared OMol25 structures with the same formula, charge and spin: 0.00 kcal/mol. As for the HOMO energy (alpha / beta): -0.33055 / -0.33056 hartree. Its charge is +1. As for the LUMO energy (alpha / beta): -0.1683 / -0.1594 hartree. The calculation puts the orbital gap (alpha / beta) at 4.4 / 4.7 eV. As for the multiplicity: 2.

Last column: Mulliken spin population.
Element x y z (Å)
1 V -1.52 -0.88 -1.10  1.0711
2 O -4.95 0.41 0.27  0.0086
3 C -4.07 -0.26 -0.17  0.0043
4 O -2.90 0.17 -0.66  -0.0196
5 C -4.09 -1.78 -0.28  0.0265
6 C -5.09 -2.68 0.00  -0.0097
7 C -4.84 -4.02 -0.26  0.0151
8 C -3.62 -4.44 -0.76  -0.0053
9 C -2.65 -3.48 -0.98  0.0126
10 N -2.91 -2.20 -0.73  -0.0623
11 C -1.25 -3.61 -1.51  0.0107
12 O -0.73 -4.60 -1.90  -0.0023
13 O -0.70 -2.37 -1.49  -0.0224
14 H -6.04 -2.33 0.38  0.0002
15 H -5.62 -4.76 -0.06  -0.0001
16 H -3.40 -5.48 -0.98  0.0003
17 C 3.91 0.17 -3.35  0.0001
18 C 4.81 0.44 -2.14  0.0004
19 C 5.90 1.42 -2.59  0.0000
20 C 5.47 -0.84 -1.64  -0.0004
21 N 4.03 1.06 -1.02  -0.0007
22 C 4.41 2.24 -0.39  -0.0001
23 C 3.61 2.40 0.67  0.0000
24 N 2.74 1.33 0.73  -0.0013
25 B 1.83 1.22 1.97  0.0027
26 N 1.47 -0.30 2.23  -0.0066
27 C 2.49 -0.99 2.84  -0.0020
28 C 2.08 -2.25 3.07  -0.0019
29 N 0.80 -2.36 2.59  -0.0011
30 C 0.44 -1.15 2.04  0.0037
31 S -1.13 -0.84 1.33  -0.0132
32 C -0.03 -3.57 2.85  0.0038
33 C -0.59 -4.13 1.56  -0.0131
34 C 0.85 -4.65 3.48  -0.0001
35 C -1.14 -3.19 3.84  -0.0028
36 N 0.55 2.11 2.09  0.0055
37 C -0.17 1.98 3.26  0.0002
38 C -1.14 2.91 3.27  0.0016
39 N -1.02 3.64 2.10  0.0000
40 C 0.03 3.14 1.38  -0.0018
41 S 0.60 3.74 -0.12  0.0014
42 C -1.91 4.78 1.73  0.0001
43 C -2.68 4.43 0.46  0.0000
44 C -1.08 6.05 1.56  0.0000
45 C -2.91 5.01 2.86  0.0000
46 C 3.00 0.49 -0.32  -0.0002
47 S 2.23 -0.99 -0.66  0.0046
48 H 4.48 -0.35 -4.11  0.0000
49 H 3.56 1.12 -3.78  0.0000
50 H 3.05 -0.44 -3.07  -0.0001
51 H 6.40 0.99 -3.46  0.0000
52 H 6.65 1.57 -1.81  0.0000
53 H 5.48 2.38 -2.88  0.0000
54 H 6.12 -1.24 -2.42  0.0000
55 H 4.73 -1.59 -1.38  0.0002
56 H 6.08 -0.62 -0.76  0.0000
57 H 5.19 2.87 -0.75  0.0000
58 H 3.60 3.18 1.41  0.0000
59 H 2.52 1.53 2.91  0.0000
60 H 3.42 -0.52 3.08  -0.0002
61 H 2.61 -3.06 3.52  -0.0004
62 H 0.20 -4.23 0.82  0.0000
63 H -1.37 -3.47 1.17  0.0042
64 H -1.03 -5.11 1.74  0.0000
65 H 1.68 -4.92 2.84  -0.0001
66 H 0.23 -5.54 3.63  0.0001
67 H 1.23 -4.35 4.46  -0.0001
68 H -1.80 -2.43 3.42  0.0012
69 H -0.71 -2.82 4.77  -0.0001
70 H -1.74 -4.08 4.07  -0.0003
71 H 0.08 1.25 4.00  -0.0003
72 H -1.89 3.10 4.00  0.0001
73 H -2.01 4.25 -0.38  0.0001
74 H -3.34 5.26 0.20  0.0000
75 H -3.29 3.54 0.62  -0.0001
76 H -0.41 5.98 0.70  0.0000
77 H -0.48 6.24 2.45  0.0000
78 H -1.75 6.90 1.41  0.0000
79 H -3.57 4.15 3.00  0.0000
80 H -3.54 5.86 2.58  0.0000
81 H -2.42 5.26 3.80  0.0000
82 O -0.36 0.65 -1.63  -0.0048
83 C -0.44 1.17 -2.95  0.0009
84 C -1.15 0.19 -3.82  0.0016
85 C -1.02 0.20 -5.20  -0.0006
86 C -1.75 -0.70 -5.95  0.0009
87 C -2.61 -1.58 -5.30  0.0010
88 C -2.68 -1.54 -3.93  0.0099
89 N -1.95 -0.68 -3.20  -0.0184
90 H -0.08 1.45 -1.03  0.0050
91 H 0.57 1.38 -3.33  -0.0034
92 H -0.99 2.12 -2.93  -0.0023
93 H -0.34 0.90 -5.67  -0.0001
94 H -1.65 -0.72 -7.03  0.0000
95 H -3.22 -2.29 -5.85  -0.0001
96 H -3.33 -2.21 -3.38  -0.0005

---

Molecular formula: C12H17Br4IrO9P3
Method: DFT, the ωB97M-V functional and the def2-TZVPD basis

Its largest force on an atom is 0.0300 Eh/bohr. As for the energy above the lowest of the compared OMol25 structures with the same formula, charge and spin: 1.05 kcal/mol. As for the HOMO energy (alpha / beta): -0.29513 / -0.31510 hartree. Its charge is 0. As for the LUMO energy (alpha / beta): 0.0066 / -0.1014 hartree. The calculation puts the orbital gap (alpha / beta) at 8.2 / 5.8 eV. As for the multiplicity: 6.

Last column: natural (NBO) charge in e.
Element x y z (Å)
1 Ir 0.87 -0.56 -0.35  1.5545
2 O 2.43 -0.19 -3.08  -1.0066
3 P 1.77 -1.65 -3.07  2.5316
4 O 1.73 -2.26 -4.40  -1.0799
5 O 0.46 -1.47 -2.30  -1.1032
6 O 2.80 -2.48 -2.09  -1.0810
7 P 2.90 -2.18 -0.51  2.5099
8 O 4.20 -2.97 -0.10  -0.9686
9 O 1.70 -2.68 0.24  -1.0844
10 O 3.06 -0.67 -0.30  -1.0716
11 H 3.24 -0.16 -3.60  0.5157
12 H 4.96 -2.76 -0.68  0.5177
13 Br -3.37 1.26 -5.65  0.1432
14 C -2.06 1.33 -4.31  -0.1313
15 C -0.89 2.13 -4.50  -0.1148
16 Br -0.67 3.09 -6.09  0.1452
17 C 0.07 2.20 -3.52  -0.2017
18 Br 1.60 3.26 -3.70  0.1192
19 C -0.05 1.46 -2.32  0.3214
20 O 0.81 1.49 -1.39  -0.6514
21 C -1.26 0.65 -2.12  0.4325
22 O -1.39 0.03 -1.02  -0.6588
23 C -2.24 0.63 -3.14  -0.2144
24 Br -3.76 -0.42 -2.82  0.1162
25 C -0.51 2.48 1.57  -0.6221
26 C -1.34 1.23 1.84  -0.7314
27 P -0.34 -0.30 1.75  1.0117
28 C 0.95 -0.18 3.05  -0.7290
29 C 0.46 0.11 4.47  -0.6123
30 C -1.46 -1.68 2.22  -0.7209
31 C -2.61 -1.32 3.17  -0.6101
32 H -1.16 3.34 1.45  0.2278
33 H 0.08 2.37 0.65  0.2383
34 H 0.18 2.69 2.39  0.2041
35 H -2.12 1.11 1.09  0.2653
36 H -1.82 1.28 2.82  0.2333
37 H 1.64 0.61 2.71  0.2450
38 H 1.50 -1.12 3.01  0.2542
39 H -0.14 1.02 4.50  0.2085
40 H 1.31 0.25 5.13  0.2289
41 H -0.14 -0.72 4.86  0.2110
42 H -0.83 -2.46 2.64  0.2468
43 H -1.87 -2.07 1.29  0.2606
44 H -2.25 -0.85 4.08  0.2054
45 H -3.14 -2.23 3.45  0.2291
46 H -3.32 -0.65 2.69  0.2166

---

Molecular formula: C4H9NO2
Method: DFT, the ωB97M-V functional and the def2-TZVPD basis

Its largest force on an atom is 0.0734 Eh/bohr. As for the energy above the lowest of the compared OMol25 structures with the same formula, charge and spin: 79.80 kcal/mol. As for the HOMO energy: -0.34853 hartree. Its SMILES is [H]/N=C/[C@@](C)(O)CO. Its charge is 0. As for the LUMO energy: 0.0350 hartree. The calculation puts the orbital gap at 10.4 eV. As for the multiplicity: 1.

Last column: natural (NBO) charge in e.
Element x y z (Å)
1 C -0.49 -0.13 0.25  0.1471
2 C -0.76 0.99 -0.70  -0.0789
3 C -1.00 -1.50 -0.18  -0.6274
4 C 1.13 -0.16 0.22  0.2064
5 O -0.90 0.16 1.57  -0.7068
6 O 0.62 0.92 -1.53  -0.7474
7 N 1.85 0.81 0.71  -0.7772
8 H -0.27 0.84 1.91  0.4874
9 H 1.29 1.54 -1.19  0.4971
10 H 2.68 0.44 1.19  0.3537
11 H -1.55 0.83 -1.43  0.2057
12 H -0.79 1.98 -0.26  0.2076
13 H 1.54 -1.17 0.31  0.1597
14 H -0.67 -2.26 0.53  0.2248
15 H -0.59 -1.79 -1.16  0.2258
16 H -2.09 -1.51 -0.24  0.2226